C9H9NO2S2 | the ωB97M-V functional and the def2-TZVPD basis

- LUMO: 0.008 hartree
- ΔE to the lowest compared entry with this formula, charge and spin: 35.4 kcal per mole
- E_HOMO: -8.11 eV
- Frontier orbital gap: 8.3 eV

```
23
Properties=species:S:1:pos:R:3:nbo_charge:R:1
O -1.1870 -0.3870 0.6339 -0.5543
O 1.2177 -3.6695 1.9875 -0.5321
S 2.0662 1.0453 -0.5517 0.4186
S 1.7650 -1.1982 1.3676 0.2770
C 0.9950 -0.0101 0.3558 -0.1964
C -0.5216 3.4850 -2.5326 -0.1974
C -1.7247 2.8930 -2.1293 -0.2114
C 0.6978 2.9573 -2.1092 -0.2015
C -1.7235 1.8120 -1.2578 -0.1915
C 0.6887 1.8524 -1.2413 -0.2075
C -0.5027 1.2980 -0.7925 0.0749
N -0.2582 0.2407 0.1296 0.0875
C 0.3319 -3.5653 3.1019 -0.2607
C 0.9186 -2.7380 0.9552 -0.1887
H -0.6465 4.3617 -3.1650 0.2235
H -2.6546 3.2533 -2.5196 0.2213
H 1.6357 3.4083 -2.4629 0.2272
H -2.6011 1.3537 -0.8593 0.2441
H -0.7182 -3.3874 2.8216 0.1790
H 0.6783 -2.7259 3.6886 0.1815
H 0.4027 -4.5211 3.7001 0.1973
H -0.1216 -2.6338 0.8986 0.2092
H 1.2621 -3.1243 -0.0193 0.2005
```

=====

C9H9O3S3 | the ωB97M-V functional and the def2-TZVPD basis

- LUMO (spin up / spin down): 0.092 / 0.096 hartree
- Total charge: -1
- ΔE to the lowest compared entry with this formula, charge and spin: 10.2 kcal per mole
- E_HOMO (spin up / spin down): -4.15 / -4.98 eV
- Frontier orbital gap (spin up / spin down): 6.7 / 7.6 eV

```
24
Properties=species:S:1:pos:R:3:nbo_charge:R:1
C 2.5996 -1.9639 -0.9449 -0.2300
C 1.9607 -2.3675 0.2054 -0.2369
C 2.5410 -0.6087 -1.3116 -0.2281
C 1.1671 -1.4532 0.8924 -0.1663
C 1.8012 0.2639 -0.5836 -0.1906
C 1.0626 -0.0844 0.5178 -0.1484
C -2.2632 -0.1130 -0.0691 -0.6010
C -0.0039 2.1525 0.6939 -0.6867
C 0.2723 0.8208 1.2070 -0.0459
O -3.0033 1.5259 -1.8882 -1.0119
O -4.6737 0.4858 -0.5113 -0.9856
O -3.1421 2.1954 0.4239 -1.0120
S -2.8592 -1.1399 1.2220 0.1135
S -2.2557 -1.7971 -0.6538 0.1128
S -3.3769 1.1567 -0.5537 2.3933
H 3.1213 -2.6821 -1.6051 0.1989
H 2.0934 -3.4324 0.4526 0.2057
H 2.7912 -0.3876 -2.3764 0.2062
H 0.3962 -1.9292 1.6412 0.2155
H 1.7831 1.3271 -0.7648 0.2033
H 0.5176 2.7938 1.4101 0.2039
H -1.0430 2.2579 0.6851 0.2873
H 0.3674 2.3716 -0.3835 0.2067
H 0.1463 0.6080 2.2948 0.1964
```

=====

C9H9OP | the ωB97M-V functional and the def2-TZVPD basis

- LUMO: 0.009 hartree
- ΔE to the lowest compared entry with this formula, charge and spin: 24.8 kcal per mole
- E_HOMO: -8.18 eV
- Frontier orbital gap: 8.4 eV

```
20
Properties=species:S:1:pos:R:3:nbo_charge:R:1
O -3.8340 -1.2915 -0.0279 -0.6051
C -2.7824 -0.6755 -0.0101 0.5273
C -2.7652 0.7428 0.0590 -0.8456
P -1.2236 1.6025 0.1275 1.0544
C 0.1621 0.4630 0.2898 -0.3562
C 1.4945 0.9933 0.2520 -0.1663
C 2.5747 0.1596 0.0603 -0.2227
C 2.2905 -1.2119 -0.0381 -0.1741
C 1.0547 -1.7265 0.0003 -0.2058
C -0.0659 -0.9063 0.1480 0.0408
C -1.4600 -1.4661 0.2496 -0.5380
H -3.5199 1.3193 -0.3676 0.2426
H -1.3511 2.7487 0.8362 -0.0260
H -0.5008 2.3097 -0.9348 -0.0699
H 1.4968 2.0074 0.4304 0.2041
H 3.5778 0.3485 0.2486 0.2215
H 3.1305 -1.8402 -0.2412 0.2130
H 0.9628 -2.8851 0.0430 0.2238
H -1.4121 -2.3693 -0.3377 0.2368
H -1.5593 -1.8072 1.2372 0.2453
```

=====

CBeF5LiO3P | the ωB97M-V functional and the def2-TZVPD basis

- LUMO: -0.185 hartree
- Total charge: +1
- E_HOMO: -17.03 eV
- Frontier orbital gap: 12.0 eV

```
12
Properties=species:S:1:pos:R:3:nbo_charge:R:1
P 0.3243 -0.7592 -0.5011 2.6387
F 1.1189 -1.6781 0.5047 -0.5224
F 0.3236 1.4621 -2.0204 -0.8558
F -0.8194 -1.8430 -0.7457 -0.5091
F 0.9809 -1.1423 -1.8884 -0.4765
F 1.5687 0.3987 -0.3339 -0.6363
O -0.6863 0.0761 0.4527 -0.7548
O -1.6183 1.5387 1.8149 -0.6593
C -0.7373 1.3394 0.9920 1.0101
O -0.0110 2.2582 0.5061 -0.9718
Li -1.1840 3.4726 1.8864 0.9776
Be 0.9708 1.8969 -0.7193 1.7597
```

=====

CBr2ClNO2 | the ωB97M-V functional and the def2-TZVPD basis

- LUMO (spin up / spin down): -0.098 / -0.134 hartree
- ΔE to the lowest compared entry with this formula, charge and spin: 46.4 kcal per mole
- E_HOMO (spin up / spin down): -11.04 / -9.74 eV
- Frontier orbital gap (spin up / spin down): 8.4 / 6.1 eV

```
7
Properties=species:S:1:pos:R:3:nbo_charge:R:1
C 0.0746 -0.7464 0.5963 -0.1343
N -0.3970 0.3251 -0.3221 0.4269
O -0.3738 0.2408 -1.5418 -0.3399
O -0.5105 1.3894 0.2784 -0.3479
Cl -0.3098 -0.5900 2.2379 0.1809
Br 3.0156 -0.0054 0.0482 -0.0726
Br 0.3858 -2.3119 -0.2229 0.2869
```

=====

CBrCl2NO2 | the ωB97M-V functional and the def2-TZVPD basis

- LUMO (spin up / spin down): -0.081 / -0.081 hartree
- ΔE to the lowest compared entry with this formula, charge and spin: 27.6 kcal per mole
- E_HOMO (spin up / spin down): -10.31 / -10.31 eV
- Frontier orbital gap (spin up / spin down): 8.1 / 8.1 eV

```
7
Properties=species:S:1:pos:R:3:nbo_charge:R:1
C 0.2870 -0.2593 0.4368 -0.0437
N -0.5457 0.6835 -0.3803 0.4478
O -0.6545 0.4188 -1.5584 -0.3021
O -1.0874 1.5716 0.2242 -0.3286
Cl -0.6064 -1.0167 1.6427 0.1662
Cl 1.6929 0.4906 0.9247 0.1671
Br 0.9142 -1.8885 -1.2897 -0.1066
```